Computed, not measured: 2 unconnected molecules or ions with the total composition C24H27N2O, with the ωB97M-V functional and the def2-TZVPD basis.

XYZ file:
```
54
C24H27N2O, DFT the ωB97M-V functional and the def2-TZVPD basis
O 3.024 -2.457 -2.101
N 1.002 -0.982 -0.745
N -1.338 4.626 3.481
C -2.252 3.887 1.325
C -3.571 -0.658 0.312
C -3.370 1.619 -3.717
C -2.849 0.512 -0.138
C -4.896 -0.138 -3.077
C -1.612 3.591 2.543
C -1.277 2.242 2.802
C 1.862 -3.121 -1.622
C -5.384 -2.079 -0.497
C -4.476 -1.050 -0.701
C -2.764 1.605 -2.484
C 1.537 -4.347 -2.466
C -2.279 1.541 0.715
C -4.445 0.774 -4.004
C -0.115 5.428 3.364
C -5.371 -2.739 0.710
C -2.557 2.897 0.439
C -1.609 1.251 1.920
C -2.433 5.300 4.192
C -3.582 -1.345 1.535
C -3.234 0.709 -1.514
C 0.688 -2.133 -1.569
C -4.269 -0.193 -1.840
C -4.469 -2.380 1.714
H -2.187 5.401 5.246
H -6.084 -2.330 -1.273
H 0.478 -1.793 -2.589
H 0.686 -4.895 -2.058
H -6.077 -3.533 0.886
H -1.912 2.226 -2.266
H -3.352 4.724 4.106
H -2.899 -1.070 2.317
H 0.217 -0.343 -0.702
H 3.070 -1.566 -1.681
H 0.579 4.955 2.672
H -0.217 -2.642 -1.212
H -0.772 1.995 3.719
H 1.200 -1.274 0.205
H -5.719 -0.797 -3.282
H 0.368 5.522 4.333
H -4.928 0.831 -4.964
H -4.464 -2.925 2.644
H -2.608 6.290 3.780
H -2.516 4.909 1.112
H 2.099 -3.440 -0.591
H -0.346 6.422 2.991
H -2.997 2.282 -4.481
H -1.345 0.229 2.129
H 2.393 -5.021 -2.522
H -3.095 3.136 -0.459
H 1.290 -4.045 -3.484
```

Output
Multiplicity = 1
DFT total energy = -1115.20535 Eh
HOMO-LUMO gap = 5.12 eV
E_HOMO = -11.1970 eV
Net charge = +1

Mulliken atomic charge list, values in e, 5 entries:
1 O -0.559
2 N -0.565
3 N 0.142
4 C -0.593
5 C 0.755



Computed, not measured: a molecular structure, C6H8N, with the ωB97M-V functional and the def2-TZVPD basis.

XYZ file:
```
15
C6H8N, DFT the ωB97M-V functional and the def2-TZVPD basis
N 0.263 -0.579 0.496
C 1.647 -0.909 0.135
C -0.928 -0.966 -0.275
C -0.160 0.831 0.637
C -1.481 0.488 -0.135
C 0.870 1.552 -0.235
C 1.480 0.408 -0.478
H 0.672 2.435 -0.768
H 2.366 -1.061 0.959
H -1.601 1.126 -0.980
H -1.628 -1.700 0.330
H 1.770 -1.738 -0.506
H -0.733 -1.527 -1.346
H -2.362 0.561 0.479
H -0.176 1.078 1.688
```

Output
Multiplicity = 1
DFT total energy = -287.71335 Eh
HOMO-LUMO gap (spin up / spin down) = 8.76 / 8.76 eV
E_HOMO (spin up / spin down) = -14.3809 / -14.3801 eV
Net charge = +1

Mulliken atomic charge list, values in e, 5 entries:
1 N 0.132
2 C -0.293
3 C -0.433
4 C -0.086
5 C -0.593



Computed, not measured: a molecular structure, C33H51AgF5N6O4P2Te, with the ωB97M-V functional and the def2-TZVPD basis.

XYZ file:
```
103
C33H51AgF5N6O4P2Te, DFT the ωB97M-V functional and the def2-TZVPD basis
Te -3.643 -0.671 -1.301
Ag -0.871 -0.840 0.055
P 1.245 3.414 -0.875
P 0.700 -1.942 -2.032
F -4.123 -0.860 -3.102
F -2.811 -2.354 -1.394
F -5.192 -1.707 -1.059
F -4.838 0.755 -1.120
F -3.589 -0.833 0.562
O 2.638 -4.571 1.436
O 0.370 2.380 -0.294
O -2.197 0.329 -1.663
O 0.693 -2.902 1.501
N 0.839 -1.210 3.086
N 1.055 4.861 -0.054
N -1.736 1.329 1.123
N 2.884 3.188 -0.777
N -0.050 -0.452 2.371
N 0.927 3.601 -2.495
C -0.396 -0.485 -4.182
C 1.180 -2.363 2.536
C 4.920 -1.739 -0.077
C 0.269 -3.708 -2.568
C 1.996 5.961 -0.085
C 4.775 -2.477 -1.241
C 1.834 -1.505 -4.679
C -1.354 1.549 2.381
C -2.562 3.611 2.482
C 1.438 4.761 -3.197
C -2.509 2.233 0.537
C 2.698 -2.657 4.534
C -0.313 5.275 0.210
C -1.738 2.684 3.093
C 2.974 -4.132 2.658
C -0.342 3.096 -3.013
C 4.038 -4.751 3.316
C 1.630 0.395 -3.086
C 4.414 -4.328 4.577
C 2.415 -1.924 -1.341
C 3.391 2.879 0.557
C 3.705 2.663 -1.854
C 0.958 -0.891 -3.588
C 1.399 -4.607 -3.071
C -0.809 -3.607 -3.655
C 3.537 -2.566 -1.865
C -0.478 0.558 3.015
C 3.823 -1.063 0.441
C 2.295 -3.063 3.263
C -2.961 3.382 1.174
C -0.370 -4.420 -1.363
C 3.742 -3.278 5.197
C 2.594 -1.148 -0.192
H 4.547 -5.564 2.814
H 5.238 -4.820 5.081
H 0.962 -5.572 -3.350
H -0.203 2.726 -4.033
H 2.166 -1.830 4.983
H 1.903 -4.208 -3.953
H 2.630 3.078 1.309
H 2.843 -1.713 -4.321
H 1.919 -0.792 -5.506
H 1.746 -0.620 0.230
H 2.989 5.601 -0.344
H -0.901 -5.304 -1.731
H 2.662 0.219 -2.783
H -0.175 0.710 4.051
H 4.032 -2.952 6.188
H -1.100 3.889 -3.035
H -0.973 4.409 0.186
H 5.876 -1.697 0.430
H 3.914 -0.495 1.359
H -0.390 5.726 1.204
H 0.373 -4.762 -0.652
H 1.092 0.829 -2.236
H -1.082 -3.791 -0.834
H 1.410 -2.424 -5.084
H -1.623 -2.943 -3.365
H 0.707 5.580 -3.216
H -0.659 6.013 -0.527
H 3.661 1.821 0.622
H 2.047 6.432 0.902
H -1.393 2.819 4.111
H -3.608 4.071 0.648
H 3.142 2.628 -2.783
H -0.225 0.302 -4.926
H 1.701 6.735 -0.807
H -1.235 -4.603 -3.807
H -2.782 2.034 -0.492
H 2.135 -4.799 -2.291
H -0.704 2.279 -2.392
H 3.462 -3.154 -2.766
H 1.675 4.498 -4.232
H 4.594 3.286 -2.001
H -0.901 -1.306 -4.688
H 5.625 -3.001 -1.662
H 2.351 5.127 -2.728
H 4.276 3.483 0.785
H 1.851 -4.002 1.190
H -0.402 -3.272 -4.610
H -1.067 -0.092 -3.418
H 4.036 1.646 -1.623
H 1.633 1.133 -3.896
H -2.885 4.497 3.015
```

Output
Multiplicity = 1
DFT total energy = -3514.78999 Eh
HOMO-LUMO gap = 7.12 eV
E_HOMO = -4.8920 eV
Net charge = -1

Mulliken atomic charge list, values in e, 5 entries:
1 Te 2.029
2 Ag 1.466
3 P -2.155
4 P 0.978
5 F -0.458



Q: What is the net charge in the second record?
A: +1